#1
This record from the OMol25 dataset describes C4H5N3 in the gas phase. The level of theory is wB97M-V/def2-TZVPD.

LUMO level in eV: 0.6
2S+1: 1
Charge: 0

Each line ends with the natural charge from an NBO analysis.
Geometry (Å):
N: -1.675 1.443 1.285  -0.33
C: -0.537 1.276 1.120  0.21
C: -0.257 -1.143 -0.363  0.18
C: 0.096 0.028 -1.312  -0.32
N: 1.145 0.730 -0.629  -0.46
C: 0.861 0.934 0.605  0.08
N: 0.195 -1.038 0.807  -0.60
H: -0.944 -1.929 -0.674  0.19
H: 0.412 -0.317 -2.305  0.22
H: -0.839 0.598 -1.436  0.21
H: 1.665 1.030 1.333  0.22
H: -0.121 -1.611 1.569  0.39

***

#2
This record from the OMol25 dataset describes C4H5N3 in the gas phase. The level of theory is wB97M-V/def2-TZVPD.

LUMO level in eV: 0.5
2S+1: 1
Charge: 0

Each line ends with the natural charge from an NBO analysis.
Geometry (Å):
C: 0.162 1.994 -0.840  -0.11
C: 0.832 -0.568 -0.119  -0.16
C: 0.603 -1.639 0.604  -0.07
C: -1.293 -0.787 0.627  0.20
H: 1.037 1.969 -0.186  0.18
H: -0.057 2.861 -1.489  0.20
H: 1.763 -0.137 -0.461  0.24
H: 1.290 -2.407 0.885  0.20
H: -2.397 -0.654 0.752  0.21
N: -0.806 1.173 -0.723  -0.20
N: -0.470 0.006 -0.114  -0.23
N: -0.665 -1.812 1.064  -0.46

***

Most stable structure: #2

***

#1
This record from the OMol25 dataset describes C4H5N3 in the gas phase. The level of theory is wB97M-V/def2-TZVPD.

LUMO level (alpha / beta) in eV: -0.4 / -0.4
2S+1: 1
Charge: 0

Each line ends with the natural charge from an NBO analysis.
Geometry (Å):
N: 2.861 -0.958 0.912  -0.35
C: 2.034 -0.442 0.277  0.22
C: 0.954 0.122 -0.442  -0.33
C: -1.209 -1.210 -0.295  -0.07
N: -1.777 -0.130 0.143  -0.43
C: -1.155 1.027 0.227  0.22
N: 0.198 1.103 0.185  -0.50
H: 1.024 0.168 -1.526  0.23
H: -0.349 -1.135 -0.969  0.21
H: -1.462 -2.144 0.206  0.19
H: -1.718 1.916 0.495  0.20
H: 0.653 1.717 0.850  0.40

***

#2
This record from the OMol25 dataset describes 2 unconnected molecules or ions with the total composition C4H5N3. The level of theory is wB97M-V/def2-TZVPD.

LUMO level in eV: 0.0
2S+1: 1
Charge: 0

Each line ends with the natural charge from an NBO analysis.
Geometry (Å):
N: -2.113 0.582 2.136  -0.75
C: -2.439 0.937 3.206  0.26
C: 0.551 0.511 0.023  0.14
C: 1.606 -0.014 -0.896  -0.36
N: 0.920 -1.041 -1.655  -0.38
C: -0.271 -1.042 -1.196  0.21
N: -0.560 -0.109 -0.156  -0.50
H: 0.660 1.297 0.767  0.22
H: 2.015 0.756 -1.561  0.25
H: 2.452 -0.443 -0.344  0.26
H: -1.056 -1.703 -1.551  0.20
H: -1.765 0.270 1.226  0.46

***

Most stable structure: #2

***

#1
This record from the OMol25 dataset describes a molecular structure, C7H10. The level of theory is wB97M-V/def2-TZVPD.

LUMO level (alpha / beta) in eV: 0.9 / 0.9
2S+1: 1
Charge: 0

Each line ends with the natural charge from an NBO analysis.
Geometry (Å):
C: -2.081 0.475 0.213  -0.64
C: -1.010 -0.545 0.065  -0.05
C: -0.032 -1.092 -0.804  -0.33
C: 1.816 0.523 -1.001  -0.54
C: 1.437 0.964 0.264  -0.22
C: 0.863 0.112 1.191  -0.31
C: 0.208 -1.101 0.706  -0.23
H: -2.859 0.286 -0.533  0.23
H: -2.534 0.408 1.207  0.23
H: -1.718 1.499 0.064  0.24
H: -1.152 -1.655 -0.656  0.32
H: 0.376 -1.109 -1.804  0.28
H: 1.992 1.255 -1.788  0.20
H: 2.343 -0.415 -1.125  0.20
H: 1.491 2.029 0.501  0.20
H: 0.689 0.397 2.228  0.21
H: 0.173 -2.032 1.272  0.21

***

#2
This record from the OMol25 dataset describes C7H10 in the gas phase. The level of theory is wB97M-V/def2-TZVPD.

LUMO level in eV: 1.0
2S+1: 1
Charge: 0

Each line ends with the natural charge from an NBO analysis.
Geometry (Å):
C: -1.081 0.277 0.930  -0.22
C: -2.221 -0.378 1.080  -0.38
C: 0.879 -0.240 -0.538  -0.22
C: 0.199 -0.397 0.602  -0.02
C: 0.866 -1.004 1.805  -0.63
C: 0.964 1.437 -2.377  -0.38
C: 0.387 0.408 -1.779  -0.21
H: -1.079 1.322 1.229  0.21
H: -2.397 -1.377 0.682  0.19
H: -3.135 0.028 1.484  0.20
H: 1.862 -0.684 -0.679  0.20
H: 0.563 -0.383 2.658  0.21
H: 0.432 -1.969 2.066  0.22
H: 1.948 -0.903 1.787  0.22
H: 1.856 1.876 -1.935  0.19
H: 0.742 1.844 -3.351  0.20
H: -0.543 -0.078 -2.073  0.21

***

#3
This record from the OMol25 dataset describes C7H10 in the gas phase. The level of theory is wB97M-V/def2-TZVPD.

LUMO level in eV: 1.1
2S+1: 1
Charge: 0

Each line ends with the natural charge from an NBO analysis.
Geometry (Å):
C: 1.564 0.886 0.362  -0.64
C: 0.113 1.061 0.696  -0.16
C: -1.215 0.605 -0.347  -0.30
C: -0.813 -0.426 -1.413  -0.48
C: -0.249 -1.600 -0.643  -0.19
C: -0.313 -1.383 0.669  -0.20
C: -0.852 -0.017 0.984  -0.29
H: 2.038 1.843 0.113  0.22
H: 2.075 0.465 1.232  0.22
H: 1.705 0.206 -0.480  0.22
H: -0.118 1.971 1.265  0.22
H: -0.751 1.647 -0.424  0.29
H: -0.104 0.007 -2.126  0.21
H: -1.682 -0.741 -2.015  0.23
H: 0.171 -2.489 -1.112  0.21
H: 0.045 -2.049 1.449  0.21
H: -1.485 0.097 1.859  0.22

***

Most stable structure: #2

***

#1
This record from the OMol25 dataset describes a molecular structure, C34H40N5O2P2Sr. The level of theory is wB97M-V/def2-TZVPD.

LUMO level in eV: 2.2
2S+1: 1
Charge: -1

Each line ends with the Mulliken charge.
Geometry (Å):
Sr: 1.039 -0.386 0.347  2.94
C: -0.236 -1.233 -3.465  -1.59
C: -0.161 -2.649 -2.888  0.39
C: -1.178 -3.553 -3.579  -1.65
P: -0.328 -2.515 -1.026  0.72
C: -0.252 -4.292 -0.469  0.36
C: 1.208 -4.743 -0.573  -1.61
C: -0.736 -4.396 0.979  -1.42
C: -2.072 -2.042 -0.837  0.95
C: -3.131 -2.939 -0.941  -0.02
C: -4.449 -2.514 -0.890  -0.93
C: -4.708 -1.154 -0.741  -0.83
C: -3.679 -0.246 -0.618  0.03
C: -2.321 -0.657 -0.637  -2.97
N: -1.290 0.195 -0.390  1.85
C: -1.349 1.523 -0.732  -0.78
C: -1.842 1.998 -1.962  0.04
C: -1.716 3.327 -2.311  -0.75
C: -1.112 4.238 -1.450  -1.05
C: -0.659 3.802 -0.214  -0.98
C: -0.794 2.471 0.164  0.95
P: -0.268 1.717 1.726  0.93
C: 0.582 3.090 2.665  0.17
C: 1.522 2.439 3.688  -1.46
C: -0.300 4.146 3.326  -1.71
C: -1.922 1.361 2.527  1.15
C: -2.975 2.469 2.490  -1.78
C: -1.742 0.769 3.925  -1.38
H: -0.048 -1.243 -4.541  0.63
H: 0.484 -0.558 -3.005  0.10
H: -1.234 -0.820 -3.298  0.17
H: 0.845 -3.049 -3.056  0.69
H: -2.192 -3.218 -3.360  0.30
H: -1.086 -4.598 -3.275  0.34
H: -1.035 -3.506 -4.662  0.47
H: -0.868 -4.928 -1.111  0.47
H: 1.835 -4.099 0.049  0.25
H: 1.575 -4.693 -1.600  0.36
H: 1.321 -5.771 -0.220  0.46
H: -0.209 -3.671 1.600  0.02
H: -0.541 -5.394 1.379  0.50
H: -1.804 -4.195 1.061  0.28
H: -2.927 -3.995 -1.076  0.34
H: -5.259 -3.228 -0.970  0.42
H: -5.735 -0.806 -0.709  0.38
H: -3.895 0.806 -0.473  0.39
H: -2.289 1.293 -2.652  0.29
H: -2.071 3.659 -3.280  0.35
H: -1.004 5.276 -1.739  0.38
H: -0.210 4.520 0.463  0.34
H: 1.201 3.576 1.904  0.56
H: 0.953 1.905 4.453  0.29
H: 2.138 3.194 4.183  0.45
H: 2.180 1.716 3.203  0.31
H: -0.880 3.707 4.138  0.26
H: -0.989 4.599 2.613  0.29
H: 0.322 4.939 3.753  0.49
H: -2.273 0.554 1.877  -0.18
H: -2.867 3.161 3.325  0.38
H: -3.972 2.025 2.556  0.40
H: -2.926 3.034 1.557  0.36
H: -1.430 1.526 4.648  0.21
H: -0.994 -0.026 3.911  0.22
H: -2.684 0.341 4.277  0.46
O: 3.313 -0.069 0.450  -1.03
C: 3.305 0.490 -0.657  0.51
N: 2.197 0.699 -1.385  -0.28
C: 2.528 1.343 -2.557  -0.15
O: 1.772 1.673 -3.443  -0.70
C: 4.028 1.563 -2.564  -0.01
C: 4.874 2.135 -3.489  -0.40
C: 6.236 2.151 -3.192  -0.42
C: 6.718 1.608 -2.007  -0.46
C: 5.855 1.032 -1.077  -0.34
C: 4.511 1.023 -1.382  0.13
H: 4.488 2.553 -4.410  0.49
H: 6.933 2.591 -3.895  0.39
H: 7.783 1.633 -1.808  0.40
H: 6.220 0.605 -0.152  0.49
N: -0.324 -4.120 5.877  -0.61
C: 0.214 -3.305 5.248  0.51
N: 0.863 -2.359 4.633  -0.79
C: 0.909 -1.970 3.430  0.58
N: 1.013 -1.533 2.344  -1.31

***

#2
This record from the OMol25 dataset describes a molecular structure, C34H40N5O2P2Sr. The level of theory is wB97M-V/def2-TZVPD.

LUMO level in eV: 2.2
2S+1: 1
Charge: -1

Each line ends with the Mulliken charge.
Geometry (Å):
Sr: -0.570 -0.494 1.238  2.59
C: -1.257 -0.002 -2.803  -1.66
C: -2.670 0.252 -2.289  0.47
C: -3.454 1.115 -3.271  -1.71
P: -2.551 0.909 -0.550  0.56
C: -4.295 1.334 -0.095  0.55
C: -5.099 0.049 0.058  -1.67
C: -4.292 2.134 1.200  -1.65
C: -1.743 2.516 -0.789  1.09
C: -2.440 3.645 -1.205  -0.06
C: -1.799 4.841 -1.474  -0.97
C: -0.417 4.899 -1.328  -0.85
C: 0.299 3.802 -0.909  0.04
C: -0.332 2.572 -0.602  -2.87
N: 0.340 1.512 -0.083  1.91
C: 1.659 1.319 -0.405  -0.87
C: 2.156 1.445 -1.715  0.01
C: 3.450 1.098 -2.027  -0.79
C: 4.310 0.613 -1.050  -1.08
C: 3.855 0.510 0.253  -0.97
C: 2.559 0.877 0.596  1.22
P: 1.862 0.820 2.276  0.73
C: 3.208 0.080 3.325  0.14
C: 2.591 -0.546 4.573  -1.52
C: 4.390 0.971 3.703  -1.76
C: 1.665 2.622 2.692  1.29
C: 2.825 3.548 2.340  -1.75
C: 1.198 2.804 4.132  -1.40
H: -1.290 -0.485 -3.781  0.62
H: -0.671 -0.633 -2.134  0.19
H: -0.727 0.944 -2.915  0.17
H: -3.176 -0.716 -2.182  0.70
H: -3.005 2.104 -3.356  0.29
H: -4.499 1.235 -2.981  0.32
H: -3.438 0.657 -4.262  0.50
H: -4.753 1.935 -0.889  0.41
H: -4.664 -0.579 0.840  0.27
H: -5.133 -0.531 -0.866  0.36
H: -6.126 0.279 0.347  0.47
H: -3.758 1.593 1.984  0.17
H: -5.314 2.301 1.545  0.49
H: -3.809 3.104 1.074  0.28
H: -3.514 3.590 -1.326  0.30
H: -2.362 5.709 -1.789  0.43
H: 0.108 5.825 -1.531  0.37
H: 1.371 3.878 -0.781  0.41
H: 1.486 1.788 -2.491  0.31
H: 3.789 1.180 -3.052  0.36
H: 5.319 0.316 -1.301  0.38
H: 4.532 0.141 1.010  0.35
H: 3.571 -0.745 2.696  0.52
H: 2.168 0.214 5.230  0.30
H: 3.350 -1.090 5.139  0.46
H: 1.790 -1.238 4.313  0.33
H: 4.077 1.746 4.403  0.28
H: 4.836 1.462 2.842  0.30
H: 5.161 0.377 4.199  0.49
H: 0.823 2.883 2.038  -0.23
H: 3.601 3.533 3.106  0.35
H: 2.462 4.573 2.259  0.43
H: 3.279 3.278 1.386  0.35
H: 2.003 2.600 4.839  0.20
H: 0.358 2.148 4.368  0.26
H: 0.874 3.834 4.294  0.46
O: -0.552 -2.819 1.867  -1.01
C: -0.031 -3.151 0.798  0.48
N: 0.295 -2.301 -0.189  -0.13
C: 0.846 -3.003 -1.228  -0.13
O: 1.203 -2.547 -2.297  -0.72
C: 0.877 -4.461 -0.851  0.08
C: 1.316 -5.581 -1.525  -0.41
C: 1.194 -6.803 -0.873  -0.41
C: 0.648 -6.889 0.402  -0.45
C: 0.203 -5.756 1.075  -0.36
C: 0.330 -4.550 0.419  0.10
H: 1.740 -5.503 -2.516  0.49
H: 1.529 -7.708 -1.364  0.38
H: 0.568 -7.859 0.877  0.39
H: -0.227 -5.811 2.065  0.49
N: -4.143 2.804 5.781  -0.61
C: -3.349 1.989 5.564  0.54
N: -2.436 1.059 5.428  -0.76
C: -2.096 0.648 4.265  0.42
N: -1.720 0.215 3.247  -1.04

***

Most stable structure: #2